# 1
72
Properties=species:S:1:pos:R:3:forces:R:3 method="wB97M-V/def2-TZVPD" spin_multiplicity=1 total_charge=-1 e_homo_ev=-4.373
Au -0.060 0.131 0.587 0.2 0.1 -0.1
S 2.062 0.198 -0.389 0.0 0.0 -0.1
O 0.618 -3.391 2.796 0.1 0.0 0.0
O 0.754 -3.646 -4.195 0.0 0.0 0.0
O 0.309 -1.435 1.831 -0.3 0.0 0.2
O -1.996 0.161 1.133 0.0 -0.1 0.0
O -0.800 -2.576 -3.164 0.0 0.1 0.0
N 3.178 -1.174 1.646 0.0 0.0 0.0
N 4.091 0.949 1.109 0.0 0.0 0.0
N -0.369 1.878 -0.353 0.5 0.1 0.0
N 0.214 -3.241 -3.181 -0.1 -0.1 0.0
C 0.402 -2.947 -0.747 0.0 0.0 0.0
C 3.211 -0.047 0.934 0.0 0.1 0.0
C 0.806 -3.619 -1.889 0.0 0.0 0.0
C -3.480 -0.426 -3.393 0.0 0.0 0.0
C -2.260 -0.513 3.444 0.0 0.0 0.0
C 1.068 2.913 1.383 0.0 0.0 0.0
C 4.953 0.802 2.106 0.0 0.0 0.0
C 1.734 -4.642 -1.875 0.0 0.0 0.0
C 4.020 -1.289 2.670 0.0 0.0 0.0
C -4.018 -0.900 1.684 0.0 0.0 0.0
C 0.586 -2.689 1.794 0.2 0.0 -0.1
C -1.258 3.856 -4.820 0.0 0.0 0.0
C 4.946 -0.291 2.952 0.0 0.0 0.0
C -1.498 2.772 -3.798 0.0 0.0 0.0
C 1.837 -4.398 0.509 0.0 0.0 0.0
C -1.420 3.098 1.519 0.0 0.0 0.0
C -0.836 2.834 -2.580 0.1 -0.1 0.0
C 2.248 -5.036 -0.650 0.0 0.0 0.0
C -1.853 0.778 -1.919 -0.1 0.1 0.1
C 3.911 -2.535 3.494 0.0 0.0 0.0
C -0.143 4.402 -0.140 0.0 -0.1 -0.1
C -2.527 0.710 -3.128 0.0 0.0 -0.1
C -0.219 3.039 0.558 -0.3 0.0 0.1
C 0.938 -3.336 0.471 0.0 0.0 0.0
C -1.008 1.854 -1.582 -0.3 -0.1 0.0
C -2.522 -0.834 1.978 0.0 0.0 0.0
C -2.355 1.717 -4.073 0.0 0.0 0.0
H -2.352 3.111 0.952 0.0 0.0 0.0
H 2.964 -5.846 -0.602 0.0 0.0 0.0
H -1.785 3.641 -5.750 0.0 0.0 0.0
H -1.600 4.827 -4.454 0.0 0.0 0.0
H -2.660 0.479 3.673 0.0 0.0 0.0
H -0.018 5.157 0.638 0.0 0.0 0.0
H 5.672 1.605 2.239 0.0 0.0 0.0
H 2.973 -2.523 4.053 0.0 0.0 0.0
H -2.090 -1.819 1.760 0.0 0.0 0.0
H 1.942 2.813 0.741 0.0 0.0 0.0
H 3.871 -3.404 2.839 0.0 0.0 0.0
H -1.054 4.637 -0.688 0.0 0.0 -0.1
H 5.639 -0.376 3.778 0.0 0.0 0.0
H 0.716 4.470 -0.808 0.0 0.0 0.0
H -4.505 -1.657 2.304 0.0 0.0 0.0
H -2.053 0.020 -1.173 0.0 0.0 0.0
H -4.273 -0.449 -2.642 0.0 0.0 0.0
H -1.365 3.998 2.139 0.0 0.0 0.0
H -0.133 3.638 -2.447 0.1 0.0 0.1
H -2.740 -1.243 4.101 0.0 0.0 0.0
H -1.449 2.223 2.166 0.0 0.0 0.0
H -2.970 -1.387 -3.359 0.0 0.0 0.0
H -3.947 -0.321 -4.373 0.0 0.0 0.0
H -4.476 0.071 1.888 0.0 0.0 0.0
H -0.194 3.951 -5.050 0.0 0.0 0.0
H -1.189 -0.524 3.646 0.0 0.0 0.0
H 1.044 2.052 2.056 0.0 0.0 0.0
H -2.880 1.670 -5.021 0.0 0.0 0.0
H 4.748 -2.635 4.184 0.0 0.0 0.0
H 1.177 3.804 2.007 0.0 0.0 0.0
H 2.025 -5.113 -2.802 0.0 0.0 0.0
H -4.185 -1.141 0.633 0.0 0.0 0.0
H -0.317 -2.144 -0.826 0.0 0.0 0.0
H 2.201 -4.713 1.477 0.0 0.0 0.0

# 2
80
Properties=species:S:1:pos:R:3:forces:R:3 method="wB97M-V/def2-TZVPD" spin_multiplicity=5 total_charge=+1 e_homo_ev="-10.424 / -10.840"
Cr -0.885 0.427 0.915 0.6 -0.2 -0.5
S 1.199 -3.054 -0.177 0.5 -0.1 0.0
S 3.092 -0.246 1.254 0.1 0.0 0.1
S 4.112 -3.608 2.258 0.0 0.1 0.1
F -0.701 -3.008 3.140 -0.1 -0.1 0.1
F -0.949 3.040 -1.714 0.0 -0.1 0.1
F -1.105 4.814 -0.279 -0.1 0.0 0.1
F 0.060 -1.404 1.561 -0.4 -0.3 0.4
O 0.256 3.021 0.341 0.0 0.1 0.0
O -2.263 2.901 0.250 -0.3 -0.1 -0.1
O -2.247 -1.932 1.785 -0.3 -0.3 -0.2
O -0.994 -0.724 3.564 -0.1 -0.1 0.3
N 0.093 2.085 1.288 0.4 1.1 0.5
N -0.724 0.442 2.909 0.2 0.0 0.7
N -0.370 0.180 -0.819 1.2 -0.2 -0.6
N -2.382 -0.774 1.084 -1.4 -0.5 0.2
N -2.359 1.573 0.406 -0.7 0.4 0.0
C 0.416 2.376 2.505 0.2 0.3 -0.7
C -2.662 -0.744 -2.406 0.0 0.0 -0.1
C -4.721 1.751 -0.220 0.0 0.0 0.0
C 1.565 -4.116 1.246 -0.2 0.2 -0.1
C 1.042 -0.374 -4.049 0.0 0.0 0.1
C 2.853 -0.831 -0.436 0.1 0.1 0.4
C 4.679 -1.975 2.831 -0.1 -0.1 -0.4
C 1.104 3.635 2.888 -0.2 0.0 0.0
C 2.796 -2.347 -0.643 -0.1 -0.1 0.0
C 0.523 1.272 4.859 0.0 -0.1 0.0
C -3.885 -0.789 -3.060 0.0 -0.1 0.1
C -0.385 0.237 -2.077 -0.7 -0.2 -0.1
C -4.792 -1.174 0.859 0.0 0.0 0.1
C 2.956 1.490 -3.287 0.0 0.1 0.1
C 4.732 -0.893 1.749 -0.3 0.0 0.1
C 0.853 0.389 -2.898 0.0 0.0 0.1
C 1.818 1.316 -2.513 -0.1 0.0 -0.2
C -3.174 0.986 -4.517 0.0 0.0 0.0
C 3.147 0.724 -4.429 0.0 0.0 0.0
C 2.304 -3.398 2.372 0.4 0.0 0.1
C 0.049 1.310 3.452 -0.3 -0.4 0.3
C -3.520 1.018 0.258 0.2 0.8 -0.2
C 2.195 -0.215 -4.803 0.0 -0.1 0.0
C -1.684 0.157 -2.820 0.1 0.1 0.0
C -1.940 1.018 -3.886 -0.1 -0.1 0.1
C -4.145 0.083 -4.108 0.0 0.0 0.0
C -3.553 -0.363 0.727 0.4 -0.8 0.3
B -1.031 3.459 -0.398 0.4 0.0 -0.3
B -1.051 -1.829 2.596 0.8 0.4 -0.4
H -5.295 2.134 0.627 0.0 0.0 0.0
H 1.961 -3.798 3.325 -0.1 -0.1 -0.1
H 0.580 -4.434 1.589 0.0 0.0 -0.1
H 5.283 -0.034 2.133 0.1 0.0 0.0
H -1.186 1.733 -4.186 0.0 0.0 0.0
H -0.006 2.031 5.440 0.0 0.0 0.0
H 0.320 0.299 5.298 0.0 0.0 0.0
H 5.687 -2.149 3.206 0.0 0.0 0.1
H 4.032 0.866 -5.036 0.0 0.0 0.0
H 2.118 -4.984 0.878 0.0 0.0 -0.1
H 1.652 1.916 -1.628 -0.1 0.1 0.1
H -4.416 2.598 -0.829 0.0 0.0 0.0
H 1.587 1.497 4.912 0.0 0.0 0.0
H 3.572 -2.890 -0.108 0.0 0.0 0.0
H 0.754 3.998 3.853 0.0 0.0 0.0
H 5.241 -1.255 0.856 0.1 0.0 0.0
H -4.591 -2.047 1.474 0.0 0.0 0.0
H -4.635 -1.512 -2.762 0.0 0.0 0.0
H 2.894 -2.544 -1.715 -0.2 -0.1 0.0
H 3.638 -0.412 -1.065 0.0 -0.1 -0.1
H -2.443 -1.424 -1.591 0.0 0.0 0.0
H 2.343 -0.812 -5.694 0.0 0.0 0.0
H 2.182 3.464 2.956 0.0 0.0 0.0
H 0.288 -1.093 -4.349 0.0 0.0 0.0
H 2.097 -2.334 2.361 -0.1 0.0 0.0
H 0.930 4.384 2.119 0.0 0.0 0.0
H 4.047 -1.667 3.664 0.1 0.0 0.1
H 3.688 2.236 -3.003 0.0 0.0 0.0
H -5.102 0.053 -4.611 0.0 0.0 0.0
H -3.373 1.668 -5.334 0.0 0.0 0.0
H 1.902 -0.374 -0.714 0.1 0.0 -0.1
H -5.599 -0.592 1.301 0.0 0.0 0.0
H -5.115 -1.510 -0.129 0.0 0.1 0.0
H -5.360 1.084 -0.797 0.0 0.0 0.0

Quick rundown of ΔE to the lowest compared entry with this formula, charge and spin, same order as above: 66.5; 150.2 kJ/mol